Entry 1:
C10H16O | the ωB97M-V functional and the def2-TZVPD basis

Maximum force ... 4.6 eV/Å
2S+1 ... 1
HOMO energy ... -8.878 eV
Gap between HOMO and LUMO ... 9.615 eV
Lowest unoccupied orbital energy ... 0.737 eV
E_tot ... -465.6831 a.u.

```
27
Properties=species:S:1:pos:R:3:forces:R:3
C -1.5545 1.9715 -0.8078 1.51 3.55 -0.37
C -0.5678 1.1822 0.0642 -0.39 -1.42 1.16
C 0.2908 1.4514 1.1007 -1.46 -1.43 -3.05
C 0.9107 0.2123 1.6421 -1.46 -1.56 0.86
C 0.6581 -0.8955 0.4911 1.35 1.14 0.31
C 1.9026 -1.0787 -0.4730 3.56 -1.83 2.21
C 2.4427 0.2777 -0.7867 -0.16 0.20 -1.56
C -0.6808 -0.3863 -0.0529 -0.65 -1.45 -0.57
C -1.7221 -0.9538 1.0413 0.16 -0.69 -0.22
C -1.0555 -0.9397 -1.5299 0.88 -1.19 2.73
H -1.4802 1.4672 -1.9301 -1.18 1.53 3.11
H -2.6591 2.2501 -0.1709 3.26 -1.20 -2.55
H -0.9334 3.2059 -1.0104 -2.22 -3.74 0.65
H 0.5466 2.4102 1.3878 0.42 1.82 0.78
H 1.9181 0.2265 1.9814 1.05 0.49 -0.11
H 0.3377 -0.0685 2.6386 0.94 0.17 -1.91
H 0.7242 -1.8345 0.9887 -1.18 -0.92 0.36
H 2.7560 -1.5828 0.1913 -1.63 1.34 -0.45
H 2.0890 -1.9286 -1.2561 -1.78 2.02 0.53
H 1.9181 0.7162 -1.6364 -0.31 0.51 -0.49
H -1.4793 -2.0823 1.3336 -0.59 2.24 -1.01
H -2.8009 -0.9386 0.5124 2.16 0.38 2.08
H -1.4172 -0.3769 2.0345 -1.91 -0.99 -2.12
H -0.7284 -2.0561 -1.5533 -0.70 1.97 -0.28
H -0.5967 -0.3478 -2.2980 0.61 -0.01 -0.45
H -2.1233 -0.8283 -1.6473 -0.35 -0.30 -0.15
O 3.3046 0.9275 -0.2549 0.09 -0.63 0.51
```
Forces are in eV/Å.

Entry 2:
C10H16O | the ωB97M-V functional and the def2-TZVPD basis

Maximum force ... 5.5 eV/Å
Structure (SMILES) ... CCc1ccc(O)cc1.CC
2S+1 ... 1
HOMO energy ... -8.367 eV
Gap between HOMO and LUMO ... 9.133 eV
Lowest unoccupied orbital energy ... 0.766 eV
E_tot ... -465.7716 a.u.

```
27
Properties=species:S:1:pos:R:3:forces:R:3
C 0.6473 -1.5638 3.8194 1.26 -1.63 -1.12
C -0.5818 -1.8356 2.9728 0.86 1.05 -1.94
C -0.4654 -0.9569 1.6510 0.39 0.63 1.75
C -1.1434 0.3099 1.6278 -1.23 -0.40 0.13
C -1.2564 1.0232 0.4589 2.22 -0.80 0.54
C -0.5173 0.5563 -0.6907 -4.73 1.98 1.97
O -1.1610 1.1573 -1.7693 0.12 2.43 -0.83
C 0.2110 -0.5770 -0.6420 0.35 0.61 3.51
C 0.4427 -1.2434 0.6344 -2.70 0.82 -0.83
H 0.7273 -2.3105 4.5953 0.04 -0.15 0.50
H 0.7125 -0.5895 4.2640 -0.14 0.57 -0.03
H 1.5314 -1.7467 3.1429 -0.58 0.46 0.88
H -0.6664 -2.8847 2.6536 0.28 0.23 0.24
H -1.4580 -1.6198 3.5534 -0.71 0.36 -0.08
H -1.7280 0.6315 2.5202 0.50 -0.39 -0.70
H -1.8174 1.9471 0.2931 -0.01 -0.38 0.70
H -1.4785 2.1471 -1.5406 1.38 -3.65 -0.59
H 0.6665 -0.8516 -1.4857 1.88 -1.49 -3.08
H 1.0886 -2.0880 0.7614 0.27 -0.39 -0.42
C 2.1365 0.9191 -3.4299 4.25 -0.27 -1.03
C 0.9089 1.7437 -3.6391 -1.33 -1.59 1.32
H 2.7622 1.2618 -2.5284 -0.87 -0.31 -1.34
H 1.9344 -0.1266 -3.2012 -0.02 -0.06 -0.34
H 2.9524 0.9297 -4.3947 -2.31 -0.06 2.62
H 0.7941 2.1109 -4.5993 0.10 0.73 -2.11
H 0.9860 2.6019 -2.9818 -0.71 0.09 0.26
H -0.0119 1.0758 -3.4724 1.46 1.59 0.01
```
Forces are in eV/Å.

Entry 3:
C10H16O | the ωB97M-V functional and the def2-TZVPD basis

Maximum force ... 1.7 eV/Å
Structure (SMILES) ... Cc1ccc(O)cc1.CCC
2S+1 ... 1
HOMO energy ... -8.436 eV
Gap between HOMO and LUMO ... 9.313 eV
Lowest unoccupied orbital energy ... 0.877 eV
E_tot ... -465.8497 a.u.

```
27
Properties=species:S:1:pos:R:3:forces:R:3
C -2.8704 -0.8866 -1.0829 -1.12 -0.12 -0.71
C -1.8977 -0.7088 0.0347 0.80 -1.03 -0.83
C -0.5477 -1.0537 -0.1453 -0.62 0.69 1.42
C 0.3265 -0.6945 0.8797 0.52 -0.66 -0.79
C -0.0953 -0.2223 2.1069 0.27 1.61 -0.15
O 0.8896 0.0647 3.0227 -0.25 -0.13 -0.15
C -1.4085 0.2020 2.2500 -0.28 -0.27 -0.68
C -2.2883 -0.1141 1.2144 -0.43 -0.20 0.37
H -3.0437 0.0589 -1.5962 -0.02 0.30 0.14
H -3.8619 -1.2254 -0.7617 0.14 0.08 0.22
H -2.6134 -1.5487 -1.9149 0.56 -0.22 0.45
H -0.2036 -1.6358 -0.9868 0.08 0.43 -0.35
H 1.3835 -0.6507 0.6542 0.10 -0.69 0.48
H 0.4743 0.4604 3.7923 0.01 0.06 0.17
H -1.7485 0.9191 2.9891 0.13 -0.55 0.55
H -3.3580 -0.0171 1.3611 0.01 0.66 -0.01
C 2.1536 2.2272 -2.4496 -0.11 0.12 -0.40
C 1.8281 0.7554 -2.6668 -0.45 0.69 0.66
C 2.7003 -0.1372 -1.8115 0.30 -1.11 -0.65
H 1.3269 2.8872 -2.7185 -0.05 -0.09 -0.10
H 2.3458 2.3884 -1.3946 0.28 0.21 0.15
H 3.0019 2.5227 -3.0682 0.20 0.11 0.31
H 0.7878 0.6360 -2.3478 0.00 -0.34 -0.14
H 1.8805 0.5103 -3.7209 0.07 -0.19 -0.19
H 3.7767 0.0006 -1.9394 -0.06 0.30 -0.15
H 2.4932 -0.0627 -0.7577 -0.10 0.36 0.30
H 2.5173 -1.1836 -2.0801 0.01 -0.02 0.09
```
Forces are in eV/Å.